(1)
Entry from OMol25: C23H20Cl2MnP as an isolated structure (wB97M-V/def2-TZVPD).

```
47
Properties=species:S:1:pos:R:3:mulliken_charge:R:1
C -1.04415 -1.49184 4.35597 -0.3722
C -0.95381 -1.66945 2.91622 -0.4255
C 0.44242 -1.76098 2.56579 0.2802
H -1.77939 -1.74618 2.21160 0.4706
C 1.19061 -1.64688 3.79424 -0.6989
C 0.29036 -1.47623 4.89195 -0.1457
H 0.55111 -1.42098 5.95136 0.4870
H -1.93495 -1.43548 4.96985 0.4150
H 0.84716 -1.97956 1.57639 0.4675
H 2.27477 -1.74797 3.90218 0.4327
Mn -0.02527 0.16447 3.50515 0.3614
Cl 1.86197 1.17984 3.05291 -0.3845
P 0.03615 0.36434 -0.31853 1.1034
C 1.25581 -0.77435 -0.99683 -0.1462
C 0.98399 -1.59420 -2.10515 -0.0730
H -0.02162 -1.61563 -2.53618 0.4325
C 2.01938 -2.36140 -2.63612 -0.5825
H 1.80939 -2.98814 -3.50341 0.4190
C 3.29239 -2.34557 -2.06253 -0.5282
H 4.09537 -2.93753 -2.51308 0.3803
C 3.52672 -1.60320 -0.89959 -0.5968
H 4.50489 -1.63479 -0.42197 0.4205
C 2.51199 -0.83724 -0.33977 -0.3052
H 2.67629 -0.28180 0.59116 0.3205
C -1.61365 -0.12243 -0.85610 0.3742
C -1.97879 -1.48641 -0.75250 -0.5651
H -1.25403 -2.23774 -0.41830 0.6264
C -3.26781 -1.86902 -1.11482 -0.7584
H -3.55554 -2.91619 -1.01420 0.4082
C -4.18749 -0.92423 -1.58159 -0.5441
H -5.19678 -1.23306 -1.86842 0.3893
C -3.83409 0.42937 -1.62639 -0.5574
H -4.55538 1.17503 -1.96225 0.4126
C -2.57692 0.84768 -1.20381 -0.4977
H -2.32203 1.90998 -1.15295 0.3869
C 0.42970 2.03567 -0.88191 0.2497
C 1.02789 2.25390 -2.13407 -0.4742
H 1.33460 1.39925 -2.74106 0.3857
C 1.19037 3.56774 -2.56559 -0.5368
H 1.60244 3.74277 -3.55695 0.3939
C 0.85036 4.64487 -1.74166 -0.5427
H 0.99227 5.66982 -2.10663 0.3680
C 0.35722 4.41220 -0.45374 -0.4537
H 0.12917 5.25463 0.20325 0.4065
C 0.15424 3.11219 -0.00728 -0.1008
H -0.21850 2.91792 1.00603 0.2235
Cl -1.91881 1.05679 2.57932 -0.3257
```

<S²>: 4.20
Energy relative to the best compared isomer or geometry (same formula, charge and spin), kcal per mole: 0.0
HOMO-LUMO gap (alpha / beta), eV: 3.982 / 4.397
E_LUMO (alpha / beta), eV: -6.71 / -5.80
Electronic energy, eV: -89822.185
Net charge: +1
Multiplicity: 4

(2)
Entry from OMol25: one molecule with the formula C4H3ClN2O4 (wB97M-V/def2-TZVPD).

```
14
Properties=species:S:1:pos:R:3:mulliken_charge:R:1
C -0.52787 0.09535 0.62144 0.6956
C 1.64696 -1.25772 0.79402 0.4478
C -0.31932 0.31290 -0.78096 -0.8310
C 2.48052 -0.05462 0.35135 0.1373
N 0.30788 -0.94200 1.10537 -0.1334
N 2.33007 1.21501 0.82336 0.9851
O 1.64789 1.37827 1.79362 -0.5549
O -1.35418 0.64556 1.32674 -0.5375
O 2.03463 -2.37774 0.79897 -0.5120
O 2.69725 2.04451 0.04749 -0.5799
Cl 3.67716 -0.36999 -0.69933 -0.0645
H -0.00270 -0.57463 -1.35225 0.3845
H -0.59932 1.28328 -1.22420 0.3017
H -0.08935 -1.62339 1.80372 0.2612
```

Energy relative to the best compared isomer or geometry (same formula, charge and spin), kcal per mole: 65.8
HOMO-LUMO gap (alpha / beta), eV: 7.612 / 8.101
E_LUMO (alpha / beta), eV: -2.78 / -2.05
Electronic energy, eV: -27882.788